# C37H21F14N4O2PSSeTc

A molecular structure, C37H21F14N4O2PSSeTc (ωB97M-V/def2-TZVPD, the Open Molecules 2025 dataset).

Output
Orbital gap (alpha / beta) ... 5.9 / 5.5 eV
Spin multiplicity ... 4
F_max ... 0.006 hartree/bohr
Electronic energy ... -6411.4685 hartree
⟨S²⟩ ... 3.79
E_LUMO (alpha / beta) ... -7.60 / -8.05 eV
Net charge ... +2
Energy relative to the best compared isomer or geometry (same formula, charge and spin) ... 0.0000 eV

Each line ends with the Löwdin spin population.
Positions of all 82 atoms, in Å:
Tc: -0.8049 0.5224 0.3409  2.34
N: 0.7713 3.7091 7.1161  0.00
C: 0.5364 2.8179 6.1442  0.00
C: -0.3486 3.1292 5.0840  0.00
C: -0.5933 2.2193 4.0937  0.00
C: 0.0391 0.9655 4.1318  0.01
C: 0.9180 0.6365 5.1796  0.00
C: 1.1645 1.5513 6.1649  0.00
S: -0.2614 -0.2116 2.9553  0.02
O: -1.5742 0.1183 2.2624  0.05
O: -0.0804 -1.5398 3.4118  0.01
N: 0.6044 0.0728 1.5493  0.14
C: 2.0089 0.0462 1.4382  0.01
N: 2.4751 0.4528 0.2681  0.03
C: 3.8020 0.3914 0.1390  0.00
C: 4.6186 -0.0539 1.1660  0.02
C: 4.0006 -0.4130 2.3519  0.00
N: 2.6743 -0.3679 2.4992  0.02
H: 0.2986 4.5962 7.1365  0.00
H: 1.3644 3.4842 7.8963  0.00
H: -0.8493 4.0877 5.0742  0.00
H: -1.2969 2.4569 3.3082  0.00
H: 1.3820 -0.3384 5.2063  0.00
H: 1.8306 1.3016 6.9791  0.00
H: 4.2127 0.7111 -0.8100  0.00
H: 5.6900 -0.1079 1.0496  0.00
H: 4.5702 -0.7495 3.2088  0.00
F: -4.6177 -5.8741 1.1671  0.00
C: -4.8272 -5.4040 -0.0693  0.00
F: -6.0620 -4.8854 -0.1038  0.00
F: -4.7824 -6.4313 -0.9181  0.00
C: -3.8001 -4.3433 -0.4094  0.00
C: -2.9106 -4.5249 -1.4587  0.00
C: -1.9752 -3.5437 -1.7389  0.00
C: -1.9387 -2.3786 -0.9694  0.00
C: -2.8338 -2.2079 0.0845  0.01
C: -3.7661 -3.1921 0.3642  0.00
P: -0.6902 -1.1500 -1.3789  -0.01
C: 0.9037 -1.9766 -1.3651  0.00
C: 1.7519 -1.9853 -2.4687  0.00
C: 2.9865 -2.6112 -2.3777  0.00
C: 3.3590 -3.2286 -1.1938  0.00
C: 2.4921 -3.2712 -0.1079  0.00
C: 1.2632 -2.6468 -0.1940  0.00
C: 4.7430 -3.8256 -1.0704  0.00
F: 5.1858 -4.2921 -2.2379  0.00
F: 4.7764 -4.8165 -0.1770  0.00
F: 5.6093 -2.8772 -0.6557  0.00
C: -1.1194 -0.4383 -2.9795  0.00
C: -0.1949 0.3088 -3.7198  0.00
C: -0.5986 0.9678 -4.8624  0.00
C: -1.9319 0.9026 -5.2629  0.00
C: -2.8499 0.1553 -4.5492  0.00
C: -2.4433 -0.5214 -3.4055  0.00
C: -2.3642 1.7103 -6.4673  0.00
F: -2.4274 3.0172 -6.1349  0.00
F: -1.4907 1.5941 -7.4685  0.00
F: -3.5676 1.3477 -6.9078  0.00
H: -2.9464 -5.4294 -2.0491  0.00
H: -1.2750 -3.6911 -2.5523  0.00
H: -2.8202 -1.3241 0.7104  0.01
H: -4.4614 -3.0676 1.1828  0.00
H: 1.4617 -1.5272 -3.4028  0.00
H: 3.6513 -2.6266 -3.2302  0.00
H: 2.7745 -3.7951 0.7946  0.00
H: 0.5885 -2.6931 0.6541  0.00
H: 0.8349 0.3897 -3.3993  0.00
H: 0.1136 1.5372 -5.4450  0.00
H: -3.8772 0.0924 -4.8808  0.00
H: -3.1670 -1.1041 -2.8524  0.00
F: -4.7195 4.0997 -3.7568  0.01
C: -3.6383 3.7020 -3.1246  0.01
C: -2.4192 4.3324 -3.3557  0.00
F: -2.3514 5.3307 -4.2080  0.00
C: -1.2752 3.8984 -2.6962  0.01
F: -0.1190 4.4985 -2.9427  0.00
C: -1.3213 2.8436 -1.7959  0.03
Se: 0.2742 2.2319 -0.9315  0.23
C: -2.5532 2.2563 -1.5958  0.01
F: -2.6318 1.1738 -0.7132  0.05
C: -3.7140 2.6389 -2.2280  0.00
F: -4.8545 2.0111 -2.0043  0.00

Cartesian forces, eV/Å:
-0.1 0.3 0.0
0.0 0.1 0.1
0.0 0.0 0.0
0.0 0.0 0.0
0.1 0.0 0.0
0.0 -0.1 0.1
0.0 0.0 0.0
0.0 0.0 0.0
-0.1 0.0 -0.1
0.0 -0.1 0.0
0.0 0.0 0.0
0.2 0.0 0.0
-0.1 0.0 0.1
0.1 -0.1 0.0
0.0 -0.1 0.0
0.0 0.0 0.0
0.0 0.0 0.0
0.0 0.0 -0.1
0.0 0.0 0.0
0.0 0.0 0.0
0.0 0.0 0.0
0.0 0.0 0.0
0.0 0.0 0.0
0.0 0.0 0.0
0.0 0.0 0.0
0.0 0.0 0.0
0.0 0.0 0.0
0.0 0.0 0.0
0.0 0.0 0.0
0.0 0.0 0.0
0.0 0.0 0.0
0.0 0.0 0.0
0.0 0.0 0.0
0.0 0.0 0.0
0.1 -0.1 0.0
0.0 0.0 0.0
0.0 0.0 0.0
0.0 -0.1 0.0
0.0 0.0 -0.1
0.1 0.0 0.0
0.0 0.0 0.0
0.0 0.0 0.0
0.0 0.0 0.0
0.0 0.0 0.1
0.0 0.0 0.0
0.0 0.0 0.0
0.0 0.0 0.0
0.0 0.0 0.0
0.0 0.0 0.0
0.0 0.0 0.0
-0.1 0.0 0.0
0.1 0.0 0.0
0.0 0.0 0.0
0.0 0.0 0.0
0.0 0.0 0.0
0.0 0.0 0.0
0.0 0.0 0.0
0.0 0.0 0.0
0.0 0.0 0.0
0.0 0.0 0.0
0.0 0.0 0.0
0.0 0.0 0.0
0.0 -0.1 0.0
0.0 0.0 0.0
0.0 0.0 0.0
0.0 0.0 0.0
0.0 0.1 0.0
0.0 0.0 0.0
0.0 0.0 0.0
0.0 0.0 0.0
0.0 0.0 0.0
0.1 0.0 0.1
0.0 -0.1 0.1
0.0 0.0 0.0
-0.1 0.0 0.0
0.0 0.0 0.0
-0.1 0.0 0.1
0.0 -0.1 -0.1
0.1 0.0 -0.1
-0.1 0.1 0.1
0.1 0.1 0.0
0.0 0.0 0.0